## i
DFT (ωB97M-V with the def2-TZVPD basis set) results for a molecular structure, C18H35MnNP2S2.

Properties
Kohn-Sham gap (alpha / beta) = 0.2892 / 0.3078 Eh
Expectation value of S² = 8.762
Total charge = +2
Spin multiplicity = 6

Last column: Mulliken charge in e.
Element x y z (Å)
Mn 0.341 0.291 -0.107  0.49
S -0.146 -2.559 -0.591  0.14
S 0.042 2.693 -0.765  0.02
C 0.916 -4.052 -0.695  -1.19
C -0.412 -2.361 -2.381  -0.77
C 0.377 -1.194 -2.947  -0.68
N -0.121 0.067 -2.342  -0.22
C 0.284 1.251 -3.136  -0.80
C -0.371 2.476 -2.533  -0.78
H -1.494 -2.208 -2.498  0.36
H -0.123 -3.295 -2.869  0.48
H 0.255 -1.159 -4.042  0.41
H 1.451 -1.275 -2.722  0.30
H -0.048 1.129 -4.181  0.41
H 1.381 1.318 -3.127  0.36
H -1.464 2.393 -2.564  0.39
H -0.059 3.386 -3.049  0.50
C 1.662 3.518 -0.924  -1.00
H -1.149 0.034 -2.386  0.22
H 2.288 3.051 -1.696  0.29
H 2.175 3.479 0.047  0.27
H 1.465 4.567 -1.184  0.43
H 1.181 -4.345 0.327  0.40
H 1.828 -3.888 -1.285  0.36
H 0.311 -4.848 -1.154  0.40
C -1.608 0.341 0.854  -1.07
C -1.814 0.308 2.373  -1.06
H -2.037 -0.564 0.386  0.49
H -2.101 1.229 0.423  0.48
H -1.892 -0.729 2.754  0.35
H -2.749 0.818 2.662  0.57
C 2.986 -1.411 0.774  -0.52
P 2.141 0.013 1.555  0.78
C 3.524 1.205 1.698  -1.37
C 1.787 -0.505 3.296  0.57
C 2.699 -1.347 3.940  -0.86
C 2.404 -1.935 5.181  -0.94
C 1.255 -1.542 5.868  -0.77
C 0.403 -0.594 5.307  -0.44
C 0.629 -0.085 4.021  0.10
P -0.558 1.143 3.391  1.70
C -1.429 1.808 4.834  -1.67
C 0.254 2.597 2.725  -0.59
H 3.684 -1.030 0.016  0.44
H 2.258 -2.072 0.274  -0.21
H 3.530 -2.000 1.521  0.46
H 3.218 2.110 2.232  0.40
H 4.357 0.740 2.242  0.45
H 3.870 1.478 0.693  0.45
H 3.659 -1.576 3.477  0.45
H 3.076 -2.682 5.600  0.42
H 1.033 -1.966 6.851  0.42
H -0.448 -0.229 5.892  0.33
H -0.681 2.071 5.594  0.50
H -1.977 2.711 4.532  0.45
H -2.131 1.072 5.245  0.48
H 0.587 3.219 3.571  0.47
H -0.447 3.182 2.116  0.44
H 1.134 2.355 2.111  -0.51

***

## ii
DFT (ωB97M-V with the def2-TZVPD basis set) results for a molecular structure, C18H35MnNP2S2.

Properties
Kohn-Sham gap (alpha / beta) = 0.2970 / 0.3115 Eh
Expectation value of S² = 8.765
Total charge = +2
Spin multiplicity = 6

Last column: Mulliken charge in e.
Element x y z (Å)
Mn 0.477 0.859 -0.273  0.47
S -2.519 2.409 0.146  0.03
S 2.868 1.295 -0.430  0.00
C -3.762 1.821 -1.060  -0.99
C -1.920 3.833 -0.803  -0.81
C -0.823 3.525 -1.807  -0.70
N 0.407 3.031 -1.134  -0.15
C 1.621 3.273 -1.954  -0.79
C 2.840 2.993 -1.097  -0.74
H -1.572 4.566 -0.064  0.39
H -2.802 4.244 -1.305  0.49
H -0.590 4.449 -2.358  0.42
H -1.151 2.780 -2.541  0.29
H 1.653 4.318 -2.301  0.44
H 1.591 2.626 -2.839  0.33
H 2.867 3.661 -0.228  0.40
H 3.764 3.132 -1.659  0.51
C 3.476 0.368 -1.882  -1.00
H 0.516 3.606 -0.289  0.24
H 3.019 0.736 -2.803  0.29
H 3.246 -0.691 -1.747  0.30
H 4.562 0.505 -1.915  0.44
H -4.084 0.822 -0.748  0.35
H -3.363 1.773 -2.080  0.32
H -4.613 2.504 -1.014  0.41
C 0.497 1.216 1.715  -1.08
C 0.387 0.060 2.717  -1.10
H -0.395 1.864 1.788  0.38
H 1.409 1.807 1.902  0.54
H -0.675 -0.101 2.992  0.40
H 0.918 0.304 3.655  0.64
C -1.621 -0.472 -1.633  -0.89
P -0.207 -1.362 -0.901  0.91
C 0.310 -2.528 -2.205  -1.37
C -0.960 -2.464 0.370  0.49
C -2.092 -3.211 0.046  -0.71
C -2.777 -3.925 1.029  -0.89
C -2.320 -3.934 2.347  -0.84
C -1.153 -3.236 2.678  -0.38
C -0.457 -2.525 1.698  0.14
P 1.012 -1.579 2.215  1.60
C 1.537 -2.257 3.804  -1.71
C 2.332 -2.027 1.087  -0.70
H -1.397 -0.132 -2.650  0.45
H -1.837 0.426 -1.010  -0.36
H -2.519 -1.096 -1.655  0.65
H 1.174 -3.110 -1.849  0.40
H -0.513 -3.218 -2.427  0.44
H 0.605 -1.987 -3.121  0.45
H -2.483 -3.209 -0.970  0.41
H -3.691 -4.464 0.766  0.41
H -2.862 -4.483 3.123  0.41
H -0.775 -3.254 3.702  0.34
H 1.601 -3.352 3.801  0.48
H 2.530 -1.845 4.027  0.45
H 0.839 -1.930 4.585  0.51
H 2.507 -3.104 1.166  0.45
H 3.248 -1.489 1.364  0.45
H 2.120 -1.819 0.030  -0.32

***

i ends up most stable, edging out the next structure by 0.741 eV.

***

## i
DFT (ωB97M-V with the def2-TZVPD basis set) results for a single C20H28N4O4 molecule.

Properties
Kohn-Sham gap = 0.3161 Eh
Total charge = 0
SMILES = C[C@@H]1ON=C(C(=O)NCC[C@H]2CCCN(C(=O)c3ccc(N)c(O)c3)C2)[C@H]1C

Last column: Mulliken charge in e.
Element x y z (Å)
C -5.434 6.295 -0.267  -1.45
C -3.957 6.493 0.002  0.12
O -3.235 6.400 -1.262  -0.32
N -2.643 5.160 -1.340  -0.46
C -2.709 4.576 -0.213  0.38
C -2.132 3.214 -0.009  0.25
O -2.166 2.693 1.095  -0.69
N -1.605 2.635 -1.106  -0.05
C -0.952 1.340 -1.035  -0.81
C 0.481 1.438 -0.520  -1.04
C 1.198 0.094 -0.461  1.06
C 2.683 0.276 -0.146  -0.98
C 3.399 -1.065 -0.017  -0.67
C 2.694 -1.974 0.987  -0.89
N 1.279 -2.113 0.647  0.23
C 0.812 -3.110 -0.172  0.53
O -0.128 -2.933 -0.934  -0.66
C 1.447 -4.458 -0.063  -0.13
C 1.835 -5.018 1.146  -0.55
C 2.342 -6.308 1.193  -0.75
C 2.458 -7.075 0.038  0.52
N 3.000 -8.342 0.038  -0.50
C 2.064 -6.498 -1.179  1.19
O 2.215 -7.292 -2.289  -0.60
C 1.556 -5.220 -1.225  -0.91
C 0.581 -0.834 0.585  -1.68
C -3.333 5.402 0.874  0.58
C -2.282 5.904 1.863  -1.66
H -6.003 6.407 0.658  0.35
H -5.794 7.027 -0.989  0.40
H -5.614 5.295 -0.665  0.30
H -3.755 7.492 0.390  0.42
H -1.581 3.180 -1.953  0.31
H -1.552 0.709 -0.381  0.28
H -0.969 0.896 -2.031  0.40
H 1.042 2.117 -1.170  0.20
H 0.465 1.891 0.476  0.42
H 1.102 -0.406 -1.434  0.24
H 3.158 0.889 -0.916  0.43
H 2.774 0.828 0.798  0.32
H 3.416 -1.570 -0.988  0.28
H 4.437 -0.921 0.290  0.43
H 3.165 -2.951 1.012  0.58
H 2.758 -1.544 1.992  0.28
H 1.730 -4.451 2.062  0.51
H 2.645 -6.737 2.140  0.30
H 3.047 -8.829 -0.839  0.21
H 2.939 -8.899 0.870  0.21
H 1.876 -6.828 -3.061  0.29
H 1.215 -4.798 -2.164  0.35
H 0.655 -0.364 1.572  0.19
H -0.465 -1.037 0.376  0.66
H -4.097 4.829 1.403  0.39
H -1.803 5.065 2.365  0.42
H -1.518 6.484 1.342  0.37
H -2.744 6.544 2.616  0.41

***

## ii
DFT (ωB97M-V with the def2-TZVPD basis set) results for a single C20H28N4O4 molecule.

Properties
Kohn-Sham gap = 0.3484 Eh
Total charge = 0
SMILES = CC(C)C(=O)N(C)CC(=O)N1C[C@H](CNC(=O)c2cnoc2C2CC2)[C@H]2C[C@H]21

Last column: Mulliken charge in e.
Element x y z (Å)
C 0.939 -3.064 6.004  -1.68
C -0.194 -2.815 5.014  1.10
C -1.494 -2.458 5.743  -1.50
C -0.432 -4.072 4.182  0.61
O -0.232 -5.177 4.652  -0.67
N -0.941 -3.914 2.918  0.24
C -1.019 -5.069 2.042  -1.04
C -1.105 -2.639 2.278  -1.32
C 0.203 -2.108 1.680  0.80
O 1.279 -2.619 1.926  -0.67
N 0.069 -1.015 0.890  0.35
C 1.197 -0.440 0.165  -1.22
C 0.574 0.121 -1.124  1.04
C 1.261 1.410 -1.557  -1.50
N 0.770 1.922 -2.824  0.08
C -0.137 2.927 -2.904  0.47
O -0.671 3.427 -1.930  -0.62
C -0.457 3.351 -4.298  1.17
C -1.673 3.151 -5.009  -0.75
N -1.609 3.628 -6.215  -0.54
O -0.345 4.174 -6.338  -0.20
C 0.334 3.994 -5.192  -0.62
C 1.704 4.528 -5.123  -0.16
C 1.898 5.998 -4.849  -0.65
C 2.243 4.992 -3.796  -0.53
C -0.902 0.327 -0.777  -0.61
C -1.802 -0.878 -0.770  -0.81
C -1.172 -0.393 0.507  -0.36
H 1.863 -3.311 5.483  0.38
H 1.107 -2.170 6.607  0.43
H 0.690 -3.895 6.661  0.31
H 0.100 -1.990 4.364  0.08
H -2.319 -2.268 5.054  0.33
H -1.788 -3.283 6.394  0.35
H -1.352 -1.570 6.360  0.39
H -0.811 -5.958 2.629  0.38
H -2.017 -5.148 1.605  0.29
H -0.282 -4.987 1.239  0.31
H -1.851 -2.735 1.487  0.48
H -1.496 -1.892 2.970  0.24
H 1.656 0.366 0.749  0.36
H 1.954 -1.205 0.004  0.38
H 0.667 -0.615 -1.929  0.25
H 1.096 2.187 -0.810  0.50
H 2.337 1.245 -1.643  0.41
H 1.142 1.556 -3.684  0.28
H -2.581 2.676 -4.672  0.51
H 2.403 4.071 -5.812  0.48
H 2.700 6.496 -5.374  0.29
H 1.007 6.592 -4.703  0.26
H 1.589 4.926 -2.937  0.22
H 3.286 4.798 -3.592  0.28
H -1.336 1.301 -0.953  0.54
H -2.862 -0.715 -0.903  0.34
H -1.416 -1.804 -1.182  0.24
H -1.774 0.043 1.293  0.29

***

i ends up most stable, edging out the next structure by 1.935 eV.